The following is a quantum chemistry calculation of a structure of composition C14H23AuN4OPS5, from the OMol25 dataset.

Atoms and positions in Å:
Au (0.843, -1.171, -0.696)
S (-4.910, -5.733, -0.052)
C (-3.614, -4.781, -0.140)
S (-3.627, -3.253, -0.994)
C (-1.981, -2.814, -0.729)
C (-1.192, -3.738, 0.003)
S (0.417, -3.572, 0.407)
S (-2.047, -5.165, 0.510)
S (-1.494, -1.307, -1.368)
C (0.965, 3.112, 3.089)
N (0.990, 1.738, 2.601)
C (1.459, 0.792, 3.612)
P (-0.011, 1.227, 1.409)
O (0.364, -0.210, 1.098)
N (0.171, 2.358, 0.236)
C (-0.725, 2.327, -0.919)
C (1.527, 2.727, -0.163)
N (-1.625, 1.233, 1.719)
C (-2.291, 0.035, 2.226)
C (-2.283, 2.462, 2.143)
H (1.977, 3.410, 3.367)
H (0.326, 3.211, 3.970)
H (0.606, 3.790, 2.319)
H (2.454, 1.095, 3.942)
H (1.522, -0.209, 3.195)
H (0.795, 0.781, 4.481)
H (-1.745, 2.119, -0.610)
H (-0.416, 1.567, -1.646)
H (-0.693, 3.300, -1.410)
H (2.164, 2.859, 0.708)
H (1.480, 3.669, -0.710)
H (1.974, 1.969, -0.819)
H (-1.811, -0.857, 1.836)
H (-3.330, 0.048, 1.894)
H (-2.278, 0.004, 3.319)
H (-1.776, 3.333, 1.733)
H (-2.309, 2.550, 3.233)
H (-3.311, 2.464, 1.776)
C (2.484, -2.227, -5.143)
C (2.596, -3.140, -4.108)
C (2.170, -2.774, -2.846)
N (1.664, -1.562, -2.593)
C (1.554, -0.677, -3.592)
C (1.954, -0.974, -4.878)
H (2.803, -2.488, -6.142)
H (3.001, -4.128, -4.266)
H (2.222, -3.455, -2.009)
H (1.140, 0.287, -3.338)
H (1.847, -0.230, -5.654)

Strongest force on any atom = 0.4 eV/A
Spin multiplicity = 3
DFT total energy = -3309.3292 Eh
<S²> = 2.03
Net charge = +1
HOMO level (alpha / beta) = -10.27 / -10.97 eV
E_LUMO (alpha / beta) = -2.80 / -5.27 eV
ΔE to the lowest compared entry with this formula, charge and spin = 27.0 kcal per mole

Results of the natural (NBO) charge analysis, in e, for atoms 1 through 2: atom 1 (Au): 1.010, atom 2 (S): 0.127